{
  "formula": "C35H34BrIN6O4SeY",
  "method": "ωB97M-V with the def2-TZVPD basis set",
  "elements": ["I", "Y", "Br", "Se", "O", "O", "O", "O", "N", "N", "N", "N", "N", "N", "C", "C", "C", "C", "C", "C", "C", "C", "C", "C", "C", "C", "C", "C", "C", "C", "C", "C", "C", "C", "C", "C", "C", "C", "C", "C", "C", "C", "C", "C", "C", "C", "C", "C", "C", "H", "H", "H", "H", "H", "H", "H", "H", "H", "H", "H", "H", "H", "H", "H", "H", "H", "H", "H", "H", "H", "H", "H", "H", "H", "H", "H", "H", "H", "H", "H", "H", "H", "H"],
  "xyz": [[-0.541, -3.596, -0.844], [-1.072, -0.379, -0.817], [-1.437, 1.711, 1.741], [-1.509, 2.036, -1.902], [4.335, -1.897, -0.921], [-2.988, -0.738, -1.312], [0.491, -0.610, -2.139], [-4.056, 0.313, 3.670], [0.959, 0.360, 0.373], [-1.833, -1.441, 1.069], [-0.942, 0.981, -4.532], [0.386, 2.598, -3.928], [1.947, 0.140, -0.500], [-6.208, 0.577, -0.513], [3.930, 0.083, -4.538], [5.258, -1.101, -2.931], [-0.098, 1.234, -5.576], [2.524, 2.176, 5.240], [0.613, 1.651, 3.751], [2.914, -0.722, -2.506], [1.879, 1.291, 4.372], [-0.634, 1.818, -3.525], [0.319, 1.349, 2.473], [-0.754, -1.936, 3.190], [2.825, -0.069, -3.722], [-5.172, 0.177, -1.197], [-0.930, -2.188, 1.829], [0.727, 2.245, -5.201], [3.749, 1.846, 5.789], [-4.050, -0.542, 0.835], [-5.213, 0.341, -2.680], [-3.031, -1.253, 1.529], [2.466, 0.047, 4.129], [1.701, -0.835, -1.596], [0.778, -3.903, 1.943], [0.183, -2.650, 3.912], [1.052, 3.556, -3.088], [4.336, 0.620, 5.515], [-5.245, -0.134, 3.046], [-6.211, 0.497, 0.816], [0.951, -3.624, 3.290], [-0.153, -3.177, 1.222], [-3.996, -0.371, -0.583], [5.149, -0.439, -4.137], [3.678, -0.286, 4.700], [-5.187, -0.067, 1.538], [-1.971, -0.023, -4.537], [4.147, -1.253, -2.111], [1.265, 0.861, 1.521], [-2.936, 0.424, -4.788], [4.103, -1.261, 4.517], [1.341, 3.071, -2.153], [-6.112, 0.437, 3.400], [4.244, 2.542, 6.448], [6.195, -1.516, -2.594], [3.522, -2.324, -0.630], [-4.496, 1.109, -2.974], [-3.308, -1.710, 2.480], [2.318, 1.004, 1.772], [-1.359, -1.170, 3.655], [6.022, -0.338, -4.762], [1.519, 2.721, -5.739], [0.382, 4.384, -2.849], [2.901, 0.218, -0.151], [1.362, -4.676, 1.465], [-6.213, 0.652, -2.965], [5.294, 0.365, 5.942], [-5.379, -1.179, 3.355], [-1.722, -0.782, -5.278], [-0.141, 0.681, -6.491], [3.846, 0.594, -5.485], [-2.043, -0.497, -3.550], [-0.101, 2.193, 4.352], [1.936, -0.676, 3.524], [-4.051, 1.277, 3.672], [1.865, 0.322, -4.012], [-4.950, -0.593, -3.177], [1.739, -1.861, -1.127], [1.673, -4.189, 3.858], [0.304, -2.450, 4.965], [-7.094, 0.889, 1.298], [1.939, 3.932, -3.590], [2.072, 3.133, 5.454]],
  "forces_ev_per_angstrom": [[0.1838, -0.2899, 0.7632], [1.4070, 0.4069, 0.6205], [0.4627, 0.1266, 0.3868], [-0.3363, 1.6125, -0.3959], [0.0479, -0.0870, 0.2774], [-1.9915, -0.8150, -0.6917], [0.6041, -0.2347, -0.9761], [0.2283, 0.1411, 0.1602], [0.1032, 0.1518, 1.0140], [-1.1907, -0.2445, 0.8024], [0.6329, 0.5650, 0.3260], [-0.5114, -0.7162, -0.0991], [0.7483, 0.1619, -0.5443], [-0.2111, 0.1970, -0.3517], [-0.0176, -0.0040, -0.1060], [-0.0410, -0.1007, 0.2345], [0.5053, 0.4025, -0.3691], [-0.0741, -0.0746, -0.1570], [-0.4904, -0.0342, -0.7575], [-0.0811, -0.2171, 0.1920], [0.4668, -0.1592, 0.2228], [-0.3280, 0.0823, 0.3616], [-0.7742, 0.3595, 0.5748], [-0.0026, -0.0272, -0.2270], [-0.0274, 0.0286, 0.0921], [0.4834, -0.1190, -0.1494], [0.3728, -0.4226, 0.5263], [-0.1001, -0.3447, -0.6608], [0.0235, 0.0267, 0.0857], [-0.4416, 0.5689, -0.9849], [0.0662, -0.0284, 0.0156], [0.7959, -0.5902, 0.1099], [-0.1533, 0.0623, 0.0274], [1.0862, -0.4890, 0.6277], [0.0203, 0.0879, -0.1310], [-0.0369, -0.1143, 0.0123], [0.2094, 0.4533, 0.5608], [-0.0482, -0.0410, -0.0400], [-0.3866, -0.2649, -0.1615], [0.2149, -0.2324, 0.6005], [-0.0188, -0.0443, 0.0454], [-0.3418, 0.0692, -0.5396], [-1.1872, 0.0019, 0.8588], [0.0367, 0.0302, 0.0725], [0.1015, -0.0324, 0.0317], [-0.0064, 0.1864, -0.0589], [-0.5298, -0.4174, 0.2576], [-0.1691, 0.2414, -0.4825], [0.5052, -0.3673, -0.9419], [0.0876, -0.0812, 0.0967], [0.0846, -0.0910, -0.0406], [0.0074, 0.0399, -0.0981], [0.0681, -0.1937, -0.0568], [0.0560, 0.1010, 0.0458], [0.1290, -0.0628, -0.0110], [-0.0341, 0.0350, -0.0322], [0.0517, -0.0210, -0.1159], [0.1082, 0.0376, -0.0146], [-0.0974, 0.0178, -0.0006], [-0.0043, 0.0849, 0.0651], [0.0933, 0.0353, -0.0960], [0.1717, 0.0981, -0.0808], [0.0557, -0.0571, -0.0590], [-0.1502, -0.1016, -0.0259], [0.0110, -0.0607, -0.0281], [-0.0188, -0.0021, -0.0702], [0.0506, -0.0040, 0.0751], [-0.0197, 0.1846, 0.0886], [0.0339, 0.0713, 0.0579], [-0.0072, -0.0751, -0.1457], [-0.0353, 0.0500, -0.1024], [-0.0827, 0.1853, -0.3931], [-0.1821, 0.0529, 0.0370], [0.0153, -0.0443, -0.0498], [0.0372, -0.0704, -0.0402], [-0.1523, -0.0072, -0.0520], [0.0388, 0.0028, -0.0920], [-0.1318, 0.3570, -0.2459], [0.0997, -0.0539, 0.0648], [0.0606, 0.0136, 0.1118], [-0.0561, 0.0389, 0.2136], [-0.0440, -0.0544, -0.0979], [-0.0533, 0.1228, 0.0577]],
  "orbital_gap_ha": 0.28122,
  "e_tot_ev": -198507.67868,
  "homo_energy_ev": -10.6,
  "de_lowest_kj_mol": 112.4,
  "total_charge": 1
}